[1]
94
Properties=species:S:1:pos:R:3 method="wB97M-V/def2-TZVPD" charge=+1 total_energy_ev=-73046.1014 gap_ev="6.11 / 6.11" lumo_energy_ev="-4.390 / -4.391" e_homo_ev="-10.5 / -10.5" relative_energy_kj_mol=0.0
Ir 0.4246 -1.9756 -0.8242
O 0.3850 0.2839 -3.9226
C -0.5043 -0.4361 -3.5732
N -0.4474 -1.3953 -2.5532
C -1.6546 -1.9421 -2.3279
O -1.7757 -2.6389 -1.2939
C -2.6135 -1.4774 -3.3549
C -3.9509 -1.7447 -3.5604
C -4.5741 -1.0620 -4.6031
C -3.8743 -0.1526 -5.3888
C -2.5244 0.1188 -5.1635
C -1.9102 -0.5568 -4.1330
H -4.4857 -2.4571 -2.9467
H -5.6219 -1.2364 -4.8084
H -4.3945 0.3582 -6.1884
H -1.9764 0.8309 -5.7664
O 0.0186 -0.1584 -0.1259
P -0.7121 0.9736 0.6055
C -1.3743 2.1213 -0.6376
C -2.4496 1.4181 -1.4935
C -3.8599 1.8987 -1.1811
C -3.9972 3.3945 -1.4971
C -2.6912 4.1556 -1.2114
C -1.8866 3.4740 -0.1052
C 0.4963 1.8684 1.6340
C 1.3271 0.8866 2.4807
C 2.6769 1.4854 2.8599
C 3.5434 1.6969 1.6099
C 2.6868 2.0306 0.3790
C 1.4299 2.7852 0.8031
C -2.0989 0.3373 1.5973
C -1.7618 -0.9973 2.2759
C -2.9599 -1.4855 3.0871
C -3.3707 -0.4745 4.1801
C -2.6312 0.8550 4.0390
C -2.6796 1.3738 2.6022
H -0.5023 2.3067 -1.2740
H -2.3858 0.3370 -1.3722
H -2.2320 1.6150 -2.5434
H -4.0912 1.7137 -0.1272
H -4.5816 1.3147 -1.7549
H -4.8140 3.8179 -0.9100
H -4.2711 3.5260 -2.5454
H -2.9060 5.1885 -0.9383
H -2.0734 4.1967 -2.1130
H -2.5314 3.3398 0.7648
H -1.0534 4.0999 0.2164
H -0.1114 2.4830 2.3039
H 1.5071 -0.0066 1.8922
H 0.7689 0.5936 3.3727
H 3.1854 0.8309 3.5697
H 2.5153 2.4314 3.3832
H 4.1353 0.7990 1.4186
H 4.2561 2.5020 1.7977
H 2.4002 1.1161 -0.1484
H 3.2595 2.6281 -0.3306
H 0.9209 3.2061 -0.0616
H 1.7094 3.6386 1.4254
H -2.8606 0.0961 0.8467
H -0.8915 -0.8947 2.9290
H -1.5142 -1.7375 1.5108
H -2.7234 -2.4558 3.5273
H -3.7902 -1.6598 2.3974
H -3.1921 -0.8885 5.1730
H -4.4439 -0.2838 4.1204
H -1.5887 0.7517 4.3561
H -3.0742 1.5981 4.7032
H -2.1554 2.3277 2.5543
H -3.7145 1.5935 2.3293
N 10.1363 -0.8806 -2.6449
C 9.0128 -0.9818 -2.4258
C 7.6091 -1.1077 -2.1501
C 6.9553 -2.3100 -2.4139
C 5.6093 -2.4370 -2.1316
C 4.8963 -1.3644 -1.5883
C 5.5562 -0.1589 -1.3426
C 6.9047 -0.0314 -1.6161
C 3.5044 -1.5090 -1.2879
C 2.3185 -1.6734 -1.0803
H 7.5084 -3.1378 -2.8355
H 5.0961 -3.3673 -2.3327
H 5.0035 0.6796 -0.9410
H 7.4185 0.9007 -1.4255
I 1.5805 -2.7895 5.1094
C 1.1364 -3.5567 3.2306
C 0.7552 -4.8737 3.0361
C 0.4498 -5.2880 1.7494
C 0.5075 -4.3758 0.7164
N 0.8612 -3.0956 0.9121
C 1.1934 -2.7057 2.1435
H 0.7038 -5.5654 3.8662
H 0.1562 -6.3060 1.5390
H 0.2550 -4.6579 -0.2978
H 1.5083 -1.6881 2.2450



[2]
105
Properties=species:S:1:pos:R:3 method="wB97M-V/def2-TZVPD" charge=+2 total_energy_ev=-96678.8898 gap_ev=6.26 lumo_energy_ev=-6.031 e_homo_ev=-12.3 relative_energy_kj_mol=0.0
Tl 0.0168 -0.3175 -1.0118
C -5.7076 0.0688 4.0736
C -4.5189 0.2935 3.1970
C -4.0123 1.5396 2.9623
C -2.9779 1.7695 2.0150
C -2.3988 2.9989 1.7301
N -2.2893 4.0954 2.4768
C -2.3248 4.1751 3.9233
C -0.9884 3.7497 4.5531
C 0.2045 4.6424 4.1859
N 0.5970 4.4741 2.7948
C 0.9951 3.3637 2.1908
C 1.4879 2.1650 2.7057
C 2.1287 2.0078 3.9557
C 2.6767 0.8126 4.3456
C 3.4386 0.6439 5.6194
C 2.4872 -0.2985 3.5105
C 1.8158 -0.2549 2.3003
C 1.6243 -1.5200 1.6453
N 0.8784 -1.8398 0.6559
C 0.8280 -3.2401 0.2850
C -0.0733 -4.0930 1.1940
C -1.5673 -3.9957 0.8524
N -2.1659 -2.8837 1.5225
C -2.3847 -1.8068 0.9094
C -2.9572 -0.6529 1.5847
C -3.9119 -0.8101 2.5540
C -2.4910 0.6555 1.2022
O -1.6388 0.8701 0.3039
C 1.3604 1.0216 1.7909
O 0.8488 1.1931 0.6692
H -5.9532 0.9539 4.6542
H -5.5330 -0.7603 4.7547
H -6.5748 -0.1872 3.4633
H -4.4754 2.3884 3.4429
H -1.9155 3.0558 0.7574
H -1.8864 4.9042 2.0247
H -3.1018 3.5212 4.3110
H -2.5659 5.2014 4.2033
H -0.7743 2.7181 4.2673
H -1.1092 3.7785 5.6353
H 1.0358 4.4108 4.8517
H -0.0480 5.6934 4.3350
H 0.3648 5.2499 2.1883
H 0.8860 3.3567 1.1070
H 2.2748 2.8727 4.5798
H 3.4308 1.5495 6.2166
H 4.4745 0.3832 5.4116
H 3.0165 -0.1682 6.2075
H 2.8811 -1.2460 3.8507
H 2.1686 -2.3383 2.1340
H 1.8415 -3.6537 0.3133
H 0.4652 -3.3180 -0.7409
H 0.0744 -3.8143 2.2389
H 0.2402 -5.1299 1.0819
H -2.0727 -4.8906 1.2257
H -1.6901 -3.9369 -0.2414
H -2.1516 -1.6633 -0.1592
H -4.2221 -1.8132 2.8136
N -4.4487 0.6695 -3.1467
C -3.8637 -0.1619 -2.2646
N -2.6323 0.2292 -2.0513
C -2.4951 1.3334 -2.8248
N -3.5948 1.6178 -3.5006
C -1.3071 2.1578 -2.8527
C -1.3147 3.3970 -3.5165
N -0.2918 4.2156 -3.4566
C 0.7710 3.8346 -2.7694
C 0.8267 2.5890 -2.1546
N -0.2138 1.7718 -2.2005
H -5.3656 0.6257 -3.5732
H -4.3417 -1.0048 -1.8089
H -2.1761 3.7070 -4.0865
H 1.5945 4.5322 -2.7219
H 1.6933 2.2334 -1.6198
C -1.4949 -5.5555 -4.4977
N -1.5698 -4.4452 -3.5640
C -0.6384 -3.5298 -3.2909
S -1.3132 -2.0508 -2.6791
N 0.6550 -3.6884 -3.4040
C 1.3468 -4.9048 -3.7770
H -2.5009 -5.7943 -4.8325
H -1.0661 -6.4388 -4.0253
H -0.9051 -5.2857 -5.3694
H -2.5026 -4.1773 -3.2822
H 1.2396 -2.8522 -3.2846
H 1.2400 -5.1126 -4.8387
H 0.9763 -5.7400 -3.1888
H 2.4043 -4.7461 -3.5877
O 2.3620 -1.6152 -5.6381
S 3.1208 -1.7990 -4.4402
O 3.5939 -3.1286 -4.1655
N 2.1828 -1.3172 -3.1345
C 2.7831 -0.3885 -2.4552
O 2.3085 0.1592 -1.4255
C 4.1101 0.0334 -2.9800
C 4.9874 0.9505 -2.4227
C 6.2015 1.1772 -3.0573
C 6.5204 0.5044 -4.2292
C 5.6321 -0.4052 -4.7977
C 4.4373 -0.6229 -4.1546
H 4.7265 1.4558 -1.5065
H 6.9098 1.8733 -2.6298
H 7.4761 0.6721 -4.7021
H 5.8725 -0.9251 -5.7113



[3]
103
Properties=species:S:1:pos:R:3 method="wB97M-V/def2-TZVPD" charge=-2 total_energy_ev=-139433.7066 s_squared=6.053 gap_ev="3.46 / 6.53" lumo_energy_ev="3.705 / 3.703" e_homo_ev="0.2 / -2.8" spin_multiplicity=5 relative_energy_kj_mol=278.7
Cr 0.4505 1.4206 0.4908
C 4.5181 0.1242 -2.1088
Si 3.4659 1.2988 -1.0578
C 4.6248 1.9408 0.2946
C 2.9717 2.7335 -2.1404
N 2.1061 0.5751 -0.2933
P 1.5055 -0.9208 -0.0272
C 0.0378 -0.5952 0.7640
P -1.5013 -0.2357 1.1580
N -1.5331 1.3305 1.6238
Si -2.4294 2.6968 1.3962
C -4.0883 2.8051 2.2515
C -1.7166 3.2379 4.8440
C -2.3778 3.6835 -0.1558
C -1.9622 -1.3173 2.5557
C -2.0067 -0.8412 3.8595
C -2.2219 -1.7080 4.9236
C -2.3995 -3.0632 4.6874
C -2.3632 -3.5470 3.3845
C -2.1456 -2.6789 2.3263
C -3.0803 -0.3481 0.1818
C -3.2379 -0.3656 -1.1976
C -4.5052 -0.3817 -1.7695
C -5.6400 -0.3734 -0.9762
C -5.5024 -0.3409 0.4056
C -4.2379 -0.3339 0.9732
C 1.6714 -1.9130 -1.4911
C 1.6277 -1.2674 -2.7714
C 2.0010 -2.0698 -3.8929
C 2.1355 -3.4262 -3.7834
C 1.9937 -4.0755 -2.5347
C 1.7917 -3.3000 -1.4057
C 2.5342 -1.7873 1.2288
C 1.9528 -2.2732 2.3961
C 2.7271 -2.8994 3.3658
C 4.0955 -3.0335 3.1820
C 4.6860 -2.5462 2.0222
C 3.9087 -1.9338 1.0507
H 5.5674 0.4231 -2.0206
H 4.2374 0.2017 -3.1609
H 4.4341 -0.9297 -1.8451
H 5.5778 2.2589 -0.1378
H 4.8365 1.1494 1.0214
H 4.2009 2.8010 0.8176
H 3.8709 3.3155 -2.3693
H 2.2446 3.3859 -1.6547
H 2.5283 2.3971 -3.0804
H -4.1065 2.1953 3.1563
H -4.8517 2.4190 1.5693
H -4.3378 3.8352 2.5048
H -1.6515 2.2140 4.4927
H -2.7116 3.5205 5.1667
H -1.0000 3.4959 5.6168
H -3.0325 4.5544 -0.0779
H -2.7466 3.0242 -0.9488
H -1.3690 3.9768 -0.4469
H -1.8645 0.2177 4.0299
H -2.2484 -1.3240 5.9363
H -2.5620 -3.7431 5.5147
H -2.5019 -4.6043 3.1941
H -2.1034 -3.0583 1.3107
H -2.3846 -0.3206 -1.8493
H -4.5861 -0.3890 -2.8496
H -6.6258 -0.3847 -1.4258
H -6.3780 -0.3237 1.0439
H -4.1526 -0.3134 2.0532
H 1.8429 -0.2086 -2.8268
H 2.1242 -1.5893 -4.8577
H 2.3800 -4.0098 -4.6660
H 2.1049 -5.1494 -2.4512
H 1.7617 -3.7775 -0.4306
H 0.8852 -2.1356 2.5306
H 2.2592 -3.2756 4.2679
H 4.7027 -3.5129 3.9407
H 5.7547 -2.6447 1.8738
H 4.3739 -1.5642 0.1461
N 1.5330 1.6510 2.3222
N 1.9832 2.9813 2.4053
C 1.7435 3.8234 1.2931
O 2.3615 4.8737 1.2472
O 0.8536 3.3871 0.4726
H 0.9821 1.4117 3.1398
H 2.2975 0.9887 2.2086
H 2.8609 3.1351 2.8760
I -1.2137 4.4697 3.1790
I -1.0807 6.0740 7.0110
O -0.2990 3.0241 -2.7323
C -0.4224 1.8461 -2.4116
O -0.5673 1.4397 -1.1721
C -0.5416 0.7679 -3.4379
C -0.6920 1.1377 -4.7761
C -0.9342 0.2219 -5.7948
C -1.0735 -1.1036 -5.3761
O -1.3452 -2.2127 -6.1670
C -1.2790 -3.3259 -5.2778
O -1.1277 -2.8498 -3.9575
C -0.9435 -1.4783 -4.0786
C -0.4890 -0.6208 -3.0680
H -0.6394 2.1975 -4.9935
H -1.0490 0.5130 -6.8293
H -0.4179 -3.9532 -5.5442
H -2.2094 -3.8988 -5.3544
H -0.6200 -0.8980 -2.0323



[4]
90
Properties=species:S:1:pos:R:3 method="wB97M-V/def2-TZVPD" total_energy_ev=-113315.6959 s_squared=0.754 gap_ev="7.90 / 4.94" lumo_energy_ev="0.376 / -2.591" e_homo_ev="-7.5 / -7.5" spin_multiplicity=2 relative_energy_kj_mol=1.3
Cu -4.2936 3.1917 0.9118
C -2.5875 0.8196 4.8173
C -1.4996 0.5275 4.0955
C -1.0214 -0.8276 3.6177
C -1.4694 -1.3238 2.2246
C -2.9418 -1.5106 2.0087
C -3.9194 -1.4019 2.9146
C -3.8117 -1.3946 4.4030
C -3.8291 0.0106 5.0473
C -3.7340 2.3806 -0.7545
H -2.6607 1.8176 5.2582
H -0.7690 1.3285 3.9134
H -1.2364 -1.6293 4.3341
H 0.0791 -0.7212 3.5761
H -1.0751 -0.6209 1.4754
H -0.9737 -2.2956 2.0588
H -3.1991 -1.6178 0.9493
H -4.9467 -1.2457 2.5622
H -2.9226 -1.9219 4.7389
H -4.6806 -1.9271 4.8124
H -4.6767 0.6167 4.6814
H -4.0199 -0.1259 6.1254
H -4.5645 2.3523 -1.4653
H -3.4087 1.3852 -0.4117
H -2.8723 2.9598 -1.1101
P 4.3734 0.3823 -2.2492
P 2.7532 -1.3742 -4.1138
C 4.5216 -1.4118 -2.0422
C 3.8892 -2.1888 -2.9499
C 6.1555 0.8642 -2.1740
C 7.1597 0.0868 -1.5839
C 8.4690 0.5708 -1.4967
C 8.7960 1.8158 -2.0497
C 7.8111 2.5631 -2.7092
C 6.5040 2.0864 -2.7847
C 3.6994 0.8283 -0.5926
C 2.3543 0.4898 -0.3608
C 1.7864 0.7431 0.8866
C 2.5594 1.3180 1.9073
C 3.8922 1.6653 1.6615
C 4.4661 1.4403 0.4078
C 3.3246 -2.2869 -5.6434
C 4.6070 -1.9748 -6.1349
C 5.1888 -2.7590 -7.1312
C 4.4821 -3.8470 -7.6644
C 3.1772 -4.1138 -7.2348
C 2.5898 -3.3162 -6.2464
C 1.2039 -2.2701 -3.7187
C 0.0238 -1.7663 -4.2974
C -1.1623 -2.4879 -4.1756
C -1.1881 -3.6859 -3.4449
C -0.0313 -4.1278 -2.7938
C 1.1575 -3.4032 -2.8949
H 5.1060 -1.7937 -1.1931
H 4.0473 -3.2713 -3.0700
H 6.9352 -0.9007 -1.1857
H 9.2324 -0.0261 -0.9974
H 9.8143 2.1974 -1.9725
H 8.0659 3.5228 -3.1641
H 5.7389 2.6562 -3.3118
H 1.7679 0.0173 -1.1551
H 0.7411 0.4968 1.0680
H 2.1154 1.4879 2.8936
H 4.4929 2.1158 2.4518
H 5.5015 1.7209 0.2141
H 5.1638 -1.1409 -5.7025
H 6.1989 -2.5368 -7.4843
H 4.9503 -4.4854 -8.4146
H 2.6168 -4.9515 -7.6559
H 1.5722 -3.5308 -5.9195
H 0.0515 -0.8280 -4.8561
H -2.0679 -2.1222 -4.6592
H -2.1120 -4.2650 -3.3745
H -0.0474 -5.0447 -2.2034
H 2.0447 -3.7335 -2.3541
C -8.3924 4.7648 3.9588
Si -7.3366 3.4282 4.7391
C -6.7553 3.8283 6.4819
C -8.3900 1.8570 4.8985
C -5.8829 3.2141 3.5908
C -5.1883 3.2387 2.5469
H -9.2648 5.0470 4.5591
H -8.7491 4.4204 2.9772
H -7.7844 5.6619 3.7872
H -7.5569 4.2080 7.1267
H -6.3369 2.9394 6.9758
H -5.9651 4.5892 6.4589
H -8.6186 1.4320 3.9132
H -7.8873 1.0752 5.4831
H -9.3504 2.0446 5.3883



[5]
101
Properties=species:S:1:pos:R:3 method="wB97M-V/def2-TZVPD" charge=-1 total_energy_ev=-170418.1873 s_squared=3.778 gap_ev="6.21 / 7.21" lumo_energy_ev="2.049 / 1.883" e_homo_ev="-4.2 / -5.3" spin_multiplicity=4 relative_energy_kj_mol=171.4
V 0.0511 0.0376 -0.5813
C 3.1582 0.6722 6.9097
C 2.7860 0.1057 5.5655
C 1.6140 0.4940 4.9265
C 1.2501 -0.0644 3.7103
C 2.0637 -1.0154 3.1237
C 3.2414 -1.4092 3.7397
C 3.5972 -0.8483 4.9544
S 1.6958 -1.7629 1.5255
O 1.7719 -3.1953 1.7044
O 2.7199 -1.2236 0.6674
N 0.2165 -1.2861 1.0531
C -0.8335 -1.9461 1.7156
C -0.7196 -2.4965 2.9941
C -1.7701 -3.1469 3.6467
C -2.9882 -3.2971 3.0506
C -3.1650 -2.8042 1.7473
C -4.3743 -3.0027 1.0463
C -4.5015 -2.5380 -0.2294
C -3.4175 -1.8530 -0.7956
N -2.2848 -1.6304 -0.1718
C -2.1132 -2.1101 1.0798
H 2.5620 1.5528 7.1453
H 4.2131 0.9471 6.9390
H 2.9873 -0.0700 7.6928
H 0.9725 1.2371 5.3858
H 0.3269 0.2191 3.2235
H 3.8559 -2.1595 3.2585
H 4.5176 -1.1526 5.4398
H 0.2183 -2.4428 3.5147
H -1.6005 -3.5413 4.6411
H -3.8070 -3.7993 3.5509
H -5.1822 -3.5332 1.5363
H -5.4015 -2.6895 -0.8096
H -3.5012 -1.4605 -1.7999
C -3.0935 1.1393 1.4870
P -1.8833 1.3393 0.0984
C -1.5482 3.1346 0.4414
C -2.9684 1.4746 -1.3798
C -4.3473 1.6460 -1.2926
C -5.1455 1.5507 -2.4231
C -4.5731 1.2632 -3.6529
C -3.1962 1.1315 -3.7599
C -2.3855 1.2457 -2.6363
P -0.5583 1.1047 -2.6526
C -0.2611 2.9367 -2.8789
C -0.0426 0.6876 -4.3741
H -3.7748 0.3068 1.3206
H -3.6613 2.0557 1.6486
H -2.5052 0.9280 2.3827
H -2.3705 3.7614 0.0933
H -0.6167 3.4263 -0.0360
H -1.4266 3.2618 1.5175
H -4.8153 1.8199 -0.3318
H -6.2181 1.6734 -2.3384
H -5.1972 1.1276 -4.5265
H -2.7609 0.8965 -4.7235
H -0.6652 3.2690 -3.8367
H 0.8129 3.1325 -2.8500
H -0.7413 3.5009 -2.0828
H -0.5529 1.3299 -5.0913
H -0.2179 -0.3537 -4.6176
H 1.0292 0.8869 -4.4305
N -1.1309 -1.3839 -2.7106
C -1.8874 -2.1996 -3.0411
C -2.8304 -3.1284 -3.4567
C -2.8188 -4.4422 -2.9475
N -2.8156 -5.5218 -2.5349
C -3.8397 -2.7276 -4.3533
N -4.6722 -2.3958 -5.0847
N 4.7962 -3.9739 -3.6729
C 4.7291 -2.6140 -3.6145
O 5.6039 -1.9322 -4.1234
C 3.5610 -2.0231 -2.9177
C 2.5372 -2.7489 -2.3075
C 1.5176 -2.0833 -1.6688
N 1.4504 -0.7438 -1.5836
C 2.4299 -0.0402 -2.1807
C 3.4759 -0.6294 -2.8455
H 5.5875 -4.3688 -4.1475
H 4.0989 -4.5813 -3.2887
H 2.5304 -3.8302 -2.2908
H 0.7323 -2.6379 -1.1734
H 2.3574 1.0370 -2.0850
H 4.2541 -0.0363 -3.3045
C 2.2990 4.4459 -0.8007
Ge 2.0439 3.1966 0.7360
C 3.8670 2.8709 1.4546
C 1.1614 4.3124 2.1467
C 1.1740 1.4510 0.5691
H 2.9155 5.2856 -0.4748
H 1.3516 4.8450 -1.1665
H 2.8104 3.9522 -1.6291
H 4.3842 3.8000 1.7045
H 4.4704 2.3199 0.7305
H 3.7983 2.2594 2.3569
H 1.8888 4.9796 2.6140
H 0.7498 3.6673 2.9263
H 0.3521 4.9260 1.7483
H 0.5703 1.4350 1.4860
H 2.0223 0.7951 0.7566